Entry from the OMol25 dataset: a cluster of 2 separate species, C19H38N3O4P2S in total (wB97M-V/def2-TZVPD).

Positions of all 67 atoms, in Å:
C 1.390 4.237 0.593
C 0.240 4.462 0.343
C -1.137 4.410 -0.158
N -1.215 4.010 -1.563
C -0.794 2.890 -2.059
N -0.984 2.776 -3.443
P 0.203 3.608 -4.428
S 0.654 5.383 -3.839
N -0.251 1.922 -1.276
C 0.748 1.065 -1.972
C 1.802 0.491 -0.993
C 1.981 -1.033 -1.218
C 2.261 -1.818 0.089
C 3.794 -2.055 0.231
C 4.512 -0.846 0.827
O 4.711 -1.001 2.226
C 4.546 0.222 2.933
P -1.503 1.048 -0.340
C -1.801 -0.616 -1.077
C -2.326 -0.611 -2.520
C -0.873 0.632 1.356
C -0.809 1.828 2.319
H 2.336 3.969 0.991
H -1.792 3.764 0.424
H -1.535 5.423 -0.089
H -1.650 4.669 -2.195
H -0.958 1.794 -3.719
H -0.410 3.664 -5.696
H 1.319 2.759 -4.606
H 0.315 0.291 -2.611
H 1.307 1.720 -2.647
H 1.580 0.763 0.037
H 2.760 0.955 -1.234
H 2.822 -1.152 -1.904
H 1.125 -1.497 -1.716
H 1.912 -1.275 0.970
H 1.767 -2.788 0.107
H 3.913 -2.953 0.840
H 4.248 -2.274 -0.737
H 5.490 -0.754 0.331
H 3.980 0.097 0.652
H 4.946 1.077 2.384
H 3.483 0.341 3.176
H 5.092 0.104 3.869
H -0.922 -1.255 -0.944
H -2.578 -1.063 -0.451
H -2.224 -1.631 -2.904
H -1.764 0.020 -3.208
H -3.390 -0.390 -2.574
H -1.640 -0.053 1.735
H 0.046 0.048 1.317
H -0.957 1.431 3.327
H 0.193 2.249 2.309
H -1.596 2.564 2.168
C -4.686 -3.821 2.936
C -3.663 -3.747 1.830
C -2.813 -4.983 1.680
O -1.606 -4.447 1.116
C -1.500 -3.170 1.546
O -0.520 -2.502 1.445
O -2.659 -2.750 2.112
H -5.189 -2.862 3.056
H -5.434 -4.583 2.720
H -4.210 -4.052 3.890
H -4.145 -3.478 0.886
H -3.253 -5.726 1.020
H -2.568 -5.451 2.636

## Properties
2S+1 = 1
Maximum force = 0.0435 Eh/bohr
Total charge = +1
Orbital gap = 8.366 eV
Total energy = -2292.576092 hartree


Entry from the OMol25 dataset: the ion C5H13N6 with charge +1 (wB97M-V/def2-TZVPD).

Positions of all 24 atoms, in Å:
C 2.963 1.279 -0.539
C 1.455 0.807 -0.378
C 0.811 1.817 0.377
N 0.191 2.351 1.159
N 1.351 -0.443 0.318
N 0.157 -1.078 0.275
C 0.071 -2.495 -0.093
N -0.871 -0.696 1.255
C -1.970 -0.069 0.896
N -2.275 0.184 -0.361
N -3.365 0.886 -1.011
H 3.647 0.641 -1.190
H 3.486 1.334 0.376
H 3.034 2.234 -0.926
H 0.956 0.546 -1.411
H 1.969 -0.664 1.002
H 0.608 -3.167 0.647
H -0.916 -2.724 -0.383
H 0.707 -2.415 -0.974
H -0.794 -0.915 2.182
H -2.686 0.215 1.594
H -1.565 -0.115 -0.972
H -2.929 1.612 -1.532
H -4.035 0.875 -0.310

## Properties
2S+1 = 1
Maximum force = 0.0862 Eh/bohr
Total charge = +1
Relative energy (zero: lowest compared OMol25 entry of this formula, charge and spin) = 5.335 eV
Orbital gap = 10.597 eV
SMILES = C[C@H](C#N)NN(C)/[NH+]=C\NN
Total energy = -526.449549 hartree


Entry from the OMol25 dataset: a cluster of 7 separate species, C39H69F4N3O15 in total (wB97M-V/def2-TZVPD).

Positions of all 130 atoms, in Å:
C -6.749 -16.090 -0.164
C -7.092 -17.539 0.148
C -7.937 -18.078 -1.034
C -5.784 -18.319 0.192
C -5.937 -19.744 0.734
C -6.550 -19.590 2.121
C -7.905 -18.881 2.189
C -9.010 -19.870 1.778
C -8.088 -18.530 3.650
N -7.804 -17.674 1.410
O -8.984 -16.864 1.454
H -5.986 -15.985 -0.937
H -7.637 -15.512 -0.417
H -6.215 -15.633 0.685
H -7.361 -17.890 -1.944
H -8.175 -19.138 -0.984
H -8.868 -17.510 -1.089
H -5.410 -18.449 -0.830
H -5.053 -17.748 0.769
H -6.697 -20.273 0.154
H -4.961 -20.217 0.683
H -5.817 -19.232 2.849
H -6.773 -20.607 2.482
H -8.801 -20.168 0.752
H -9.978 -19.399 1.927
H -8.932 -20.761 2.398
H -8.188 -19.413 4.301
H -9.077 -18.085 3.786
H -7.227 -18.042 4.108
H -8.718 -16.016 1.835
C -6.848 -15.044 10.029
C -7.718 -16.323 10.129
C -7.816 -16.661 11.614
C -9.113 -15.997 9.604
C -9.332 -16.119 8.092
C -8.773 -17.459 7.598
C -7.308 -17.664 8.000
C -6.953 -19.135 7.718
C -6.389 -16.787 7.163
N -7.092 -17.439 9.425
O -5.778 -17.686 9.843
H -7.305 -14.203 10.551
H -5.833 -15.198 10.400
H -6.744 -14.694 8.997
H -6.829 -16.906 12.018
H -8.164 -15.860 12.268
H -8.450 -17.542 11.738
H -9.910 -16.560 10.097
H -9.276 -14.932 9.795
H -10.381 -15.994 7.823
H -8.792 -15.325 7.560
H -8.763 -17.412 6.503
H -9.449 -18.237 7.959
H -6.001 -19.359 8.196
H -6.839 -19.354 6.653
H -7.760 -19.764 8.093
H -6.394 -16.935 6.077
H -5.350 -16.925 7.481
H -6.585 -15.715 7.259
H -5.285 -16.853 9.700
C -13.736 -11.203 5.030
C -12.442 -11.940 4.671
C -11.765 -12.361 5.974
C -12.740 -13.213 3.888
C -13.095 -13.005 2.401
C -11.933 -12.277 1.754
C -11.708 -10.917 2.395
C -10.406 -10.370 1.826
C -12.835 -9.916 2.122
N -11.560 -11.110 3.853
O -10.900 -10.087 4.540
H -13.509 -10.244 5.514
H -14.356 -10.960 4.169
H -14.346 -11.744 5.755
H -10.964 -13.087 5.795
H -11.348 -11.498 6.479
H -12.449 -12.949 6.586
H -11.932 -13.938 3.978
H -13.678 -13.635 4.269
H -13.124 -14.017 1.991
H -14.061 -12.522 2.298
H -12.152 -12.139 0.687
H -11.021 -12.873 1.795
H -10.552 -10.398 0.739
H -9.590 -11.069 1.974
H -10.200 -9.353 2.141
H -12.784 -9.603 1.069
H -12.769 -9.012 2.724
H -13.818 -10.380 2.183
H -11.515 -9.327 4.618
O -4.926 -14.789 3.834
C -5.916 -14.211 4.070
O -6.675 -13.557 3.153
C -7.879 -13.115 3.822
C -7.415 -13.023 5.288
F -8.434 -13.329 6.139
O -6.393 -13.983 5.319
H -8.282 -12.167 3.470
H -8.653 -13.867 3.647
H -7.043 -12.019 5.503
O -3.660 -12.464 9.491
C -3.551 -12.958 8.422
O -2.803 -12.488 7.410
C -2.971 -13.359 6.296
C -3.318 -14.678 6.988
F -2.193 -15.396 7.374
O -3.996 -14.238 8.140
H -3.777 -13.083 5.616
H -2.067 -13.417 5.696
H -3.909 -15.260 6.277
O -10.755 -9.133 10.339
C -10.009 -9.378 9.472
O -8.957 -8.641 9.125
C -8.297 -9.217 8.013
C -9.010 -10.554 7.826
F -8.148 -11.590 8.140
O -10.103 -10.501 8.692
H -8.415 -8.602 7.119
H -7.239 -9.285 8.249
H -9.357 -10.745 6.812
O -4.625 -10.567 6.147
C -5.055 -9.862 5.342
O -4.349 -9.400 4.299
C -5.160 -8.411 3.658
C -6.524 -9.026 3.928
F -6.724 -10.078 3.099
O -6.366 -9.450 5.248
H -5.043 -7.431 4.127
H -4.909 -8.273 2.611
H -7.317 -8.295 3.791

## Properties
2S+1 = 1
Maximum force = 0.0586 Eh/bohr
Relative energy (zero: lowest compared OMol25 entry of this formula, charge and spin) = 0.000 eV
Orbital gap = 7.713 eV
SMILES = CC1(C)CCCC(C)(C)N1O.CC1(C)CCCC(C)(C)N1O.CC1(C)CCCC(C)(C)N1O.O=C1OC[C@@H](F)O1.O=C1OC[C@@H](F)O1.O=C1OC[C@@H](F)O1.O=C1OC[C@@H](F)O1
Total energy = -3219.663299 hartree


Entry from the OMol25 dataset: a cluster of 3 separate species, C16H36Br in total (wB97M-V/def2-TZVPD).

Positions of all 53 atoms, in Å:
C 0.241 4.011 2.349
C 0.126 2.836 1.376
C 1.226 2.713 0.305
C 0.820 1.786 -0.811
Br 2.077 1.804 -2.348
H -0.132 4.910 1.832
H 1.305 4.206 2.564
H 0.102 1.891 1.941
H -0.846 2.921 0.874
H 2.142 2.337 0.769
H 1.452 3.703 -0.093
H -0.136 2.065 -1.245
H 0.797 0.741 -0.515
C 2.400 -4.169 -2.954
C 3.757 -3.479 -3.043
C 4.589 -3.601 -1.768
C 3.949 -2.978 -0.526
C 3.591 -1.499 -0.670
C 4.788 -0.596 -0.945
H 1.778 -3.731 -2.172
H 1.852 -4.081 -3.893
H 2.517 -5.232 -2.731
H 3.613 -2.424 -3.291
H 4.325 -3.909 -3.873
H 5.568 -3.146 -1.940
H 4.781 -4.662 -1.568
H 4.638 -3.098 0.317
H 3.049 -3.539 -0.258
H 3.099 -1.169 0.248
H 2.853 -1.366 -1.466
H 5.527 -0.672 -0.143
H 4.462 0.440 -1.016
H 5.280 -0.850 -1.886
C -3.030 -0.665 -0.065
C -3.022 0.794 0.382
C -3.241 0.983 1.881
C -4.587 0.477 2.403
C -5.808 1.097 1.726
C -5.892 2.611 1.897
H -3.993 -1.145 0.124
H -2.825 -0.752 -1.133
H -2.264 -1.234 0.468
H -3.773 1.353 -0.186
H -2.059 1.242 0.131
H -3.117 2.040 2.126
H -2.439 0.470 2.420
H -4.638 0.681 3.477
H -4.640 -0.611 2.300
H -6.711 0.637 2.140
H -5.806 0.851 0.660
H -5.918 2.881 2.955
H -6.791 3.012 1.425
H -5.033 3.114 1.452

## Properties
2S+1 = 1
Maximum force = 0.0114 Eh/bohr
Total charge = -1
Orbital gap = 3.881 eV
Total energy = -3205.184688 hartree


Entry from the OMol25 dataset: the ion C3H8NSe with charge +1 (wB97M-V/def2-TZVPD).

Positions of all 13 atoms, in Å:
C 0.698 0.704 -0.326
C -0.586 1.328 0.173
Se -2.038 0.013 -0.044
C -0.540 -1.380 -0.116
N 0.711 -0.691 0.256
H 0.726 0.715 -1.490
H 1.491 1.251 0.086
H -0.476 1.509 1.300
H -0.955 2.160 -0.566
H -0.524 -1.719 -1.082
H -0.728 -2.152 0.710
H 1.594 -1.143 -0.136
H 0.629 -0.596 1.236

## Properties
2S+1 = 1
Maximum force = 0.0770 Eh/bohr
Total charge = +1
Relative energy (zero: lowest compared OMol25 entry of this formula, charge and spin) = 0.135 eV
Orbital gap = 9.407 eV
SMILES = C1C[Se]C[NH2+]1
Total energy = -2574.990777 hartree


Entry from the OMol25 dataset: the molecule C5H7NOS (wB97M-V/def2-TZVPD).

Positions of all 15 atoms, in Å:
C 0.607 -0.835 2.310
C -0.043 -0.778 0.965
N -1.274 0.068 0.824
C -0.726 0.796 -0.314
C -1.339 0.424 -1.604
O -2.350 -0.248 -1.626
C 0.618 0.098 -0.041
S 2.165 0.332 -0.429
H 1.633 -1.236 2.309
H 0.665 0.152 2.775
H 0.009 -1.478 2.965
H -0.177 -1.758 0.550
H -2.090 -0.497 0.446
H -0.717 1.918 -0.308
H -0.940 0.853 -2.523

## Properties
2S+1 = 1
Maximum force = 0.0366 Eh/bohr
Relative energy (zero: lowest compared OMol25 entry of this formula, charge and spin) = 2.184 eV
Orbital gap = 8.496 eV
SMILES = C[C@H]1N[C@H](C=O)C1=S
Total energy = -722.837830 hartree


Entry from the OMol25 dataset: the molecule C3H2FOP (wB97M-V/def2-TZVPD).

Positions of all 8 atoms, in Å:
C 0.295 1.326 0.228
C -0.330 0.489 -0.356
P -1.423 -0.945 -0.639
C -1.408 -1.858 -2.350
O -1.403 -1.452 -3.463
F -1.896 -3.092 -1.962
H 0.734 2.070 0.829
H -0.478 -1.949 0.067

## Properties
2S+1 = 1
Maximum force = 0.0452 Eh/bohr
Relative energy (zero: lowest compared OMol25 entry of this formula, charge and spin) = 0.623 eV
Orbital gap = 10.246 eV
SMILES = C#CPC(=O)F
Total energy = -631.871679 hartree


Entry from the OMol25 dataset: a structure of composition C8H16N2PPbS (wB97M-V/def2-TZVPD).

Positions of all 29 atoms, in Å:
C 0.544 -0.383 -2.822
C -0.627 -1.207 -2.920
C -0.407 -2.383 -2.136
C 0.885 -2.278 -1.540
C 1.501 -1.074 -1.990
Pb -1.879 0.515 1.591
P -0.746 3.303 0.703
H 0.683 0.593 -3.282
H -1.536 -0.949 -3.452
H -1.114 -3.195 -1.996
H 2.514 -0.731 -1.755
H 1.356 -3.026 -0.904
H -1.506 4.185 1.547
H -1.078 4.010 -0.504
H 0.511 3.959 0.937
C -1.402 0.516 5.752
N -0.749 0.595 4.435
C 0.076 -0.351 3.949
S 0.182 -0.713 2.243
N 0.850 -1.051 4.798
C 1.491 -0.440 5.975
H -1.082 -0.357 6.320
H -2.486 0.450 5.624
H -1.158 1.416 6.318
H -1.169 1.239 3.754
H 1.387 -1.787 4.337
H 1.364 -1.121 6.826
H 2.562 -0.285 5.785
H 1.025 0.521 6.196

## Properties
2S+1 = 1
Maximum force = 0.0520 Eh/bohr
Total charge = -1
Orbital gap (alpha / beta) = 4.335 / 4.278 eV
Total energy = -1356.190123 hartree